82
Properties=species:S:1:pos:R:3 method="wB97M-V/def2-TZVPD" largest_force_ev_per_a=6.01
C -4.33267 0.01584 6.09832
C -3.33838 1.17075 6.34004
O -2.22256 0.91813 6.81043
N -3.75501 2.39805 6.01038
C -3.18055 3.62175 6.43231
H -5.28373 0.41594 5.74688
H -4.45480 -0.61929 6.97569
H -3.81639 -0.60056 5.36237
H -4.66248 2.40688 5.56707
H -2.51856 3.38040 7.26393
H -3.85125 4.40052 6.79533
H -2.53767 4.10362 5.69569
C 0.51015 6.03088 -4.40088
C 1.91564 6.39391 -3.82926
O 1.95616 5.90551 -2.46102
C 2.96772 6.14359 -1.64942
O 3.96458 6.79862 -1.89418
C 2.71387 5.57738 -0.17843
F 1.47102 5.23381 0.07239
F 3.42662 4.47438 0.04057
F 3.02418 6.47088 0.66654
H 0.30832 4.96228 -4.32701
H 0.43677 6.25953 -5.46410
H -0.22010 6.47243 -3.72275
H 2.24713 7.41845 -3.99817
H 2.67420 5.78391 -4.31976
C 0.91953 -1.41477 1.16068
C -0.50459 -1.28743 0.83748
O -0.76783 -1.26946 -0.57576
C -0.42782 -0.13107 -1.33011
O 0.01203 0.90543 -0.87176
C -0.62590 -0.32820 -2.86490
F -0.64781 -1.62224 -3.16420
F -1.78390 0.23691 -3.20496
F 0.39288 0.15975 -3.54363
H 1.57815 -0.66868 0.71608
H 1.32425 -2.36044 0.80011
H 0.94219 -1.31674 2.24603
H -0.87945 -0.34788 1.24347
H -1.12374 -1.99565 1.38809
C 2.83934 3.22537 6.92763
C 3.72070 2.31637 5.92511
O 3.44847 0.94869 6.30820
C 4.37906 0.01139 6.11741
O 5.47711 0.13845 5.51749
C 3.94237 -1.36795 6.64201
F 3.85496 -2.25024 5.62466
F 4.84201 -1.87821 7.50821
F 2.83495 -1.24041 7.35571
H 3.33200 3.30206 7.89692
H 1.86044 2.74653 6.95168
H 2.74487 4.25900 6.59479
H 4.76569 2.62149 5.87041
H 3.25624 2.47493 4.95184
C 2.43719 -7.11124 -0.62288
C 3.87241 -6.85783 -1.07721
O 3.98014 -5.51908 -1.51452
C 5.10552 -4.78342 -1.27052
O 6.13138 -5.22866 -0.64556
C 5.00573 -3.34968 -1.82300
F 5.46555 -2.49711 -0.95190
F 5.63816 -3.20461 -3.03549
F 3.77601 -2.97201 -2.15327
H 1.83695 -6.87330 -1.50106
H 2.14890 -6.48818 0.22374
H 2.34086 -8.13845 -0.27125
H 4.13337 -7.58831 -1.84298
H 4.48846 -7.08571 -0.20735
C -7.81084 -1.92425 -6.08598
C -6.39245 -1.55804 -6.36001
O -6.06926 -1.71252 -7.72707
C -5.72509 -2.92518 -8.22978
O -5.57913 -3.92335 -7.59744
C -5.42960 -2.82435 -9.73351
F -6.48207 -3.30955 -10.35708
F -5.23917 -1.56168 -10.06952
F -4.35258 -3.52839 -10.03258
H -8.47257 -1.32148 -6.70798
H -8.14185 -1.46584 -5.15410
H -7.89542 -3.01095 -6.07926
H -5.66314 -2.12136 -5.77787
H -6.25560 -0.52015 -6.05643

80
Properties=species:S:1:pos:R:3 method="wB97M-V/def2-TZVPD" largest_force_ev_per_a=9.85
C -1.42295 1.60911 0.56755
C -0.15534 1.40382 0.13517
C 1.34518 0.75686 0.11126
C 1.55011 -0.64924 -0.60471
N 2.79498 -1.41153 -0.69937
C 3.85661 -0.65036 -0.02845
C 5.33677 -1.33440 -0.00114
N 5.51932 -2.68619 -0.60731
C 4.82929 -3.77404 0.17651
C 5.00885 -3.67510 1.78483
C 3.78098 -2.89605 2.55344
C 6.61698 -0.63612 0.65641
C 6.46355 0.81702 1.36743
C 7.79175 1.43920 2.05277
O 7.73482 2.87090 2.31777
C 7.79426 3.06545 3.77864
C 5.01368 1.46872 1.34729
F 4.83118 2.77890 1.97251
C 3.71474 0.77023 0.66222
N 2.43873 1.49063 0.74463
H -2.52593 1.76578 0.92688
H 0.60385 -1.12685 -1.11039
H 5.19055 -2.67144 -1.60680
H 5.33752 -4.78472 -0.14869
H 3.73411 -3.82670 -0.19368
H 4.99669 -4.77128 2.20565
H 6.01474 -3.14976 2.05633
H 3.43237 -3.41700 3.52789
H 4.23437 -1.86128 2.88342
H 2.89495 -2.62617 1.84292
H 7.62269 -1.20352 0.60061
H 7.97880 0.82323 3.03779
H 8.72343 1.21960 1.37655
H 7.94715 4.19877 3.97741
H 8.70176 2.48974 4.23436
H 6.80743 2.71947 4.28603
C -0.23118 -4.88405 1.80901
C -0.46863 -6.26379 1.20843
O 0.76143 -6.96362 1.38729
S 1.47199 -6.44494 2.75601
O 1.15274 -7.37192 3.80717
O 2.81794 -6.04542 2.44650
O 0.57095 -5.10768 2.96796
H 0.33342 -4.24644 1.12182
H -1.16419 -4.38651 2.08143
H -0.73536 -6.21724 0.15126
H -1.24727 -6.80383 1.75632
C 0.68375 3.59750 -4.44488
C 0.64200 3.42314 -2.93128
O -0.73361 3.55516 -2.57836
S -1.64977 2.98548 -3.79614
O -2.02398 1.63273 -3.48246
O -2.60497 3.99596 -4.15714
O -0.48477 2.94240 -4.93452
H 0.62333 4.65453 -4.72167
H 1.58042 3.15779 -4.88654
H 1.24639 4.16751 -2.41006
H 0.97030 2.42007 -2.64068
C -6.91020 1.43585 -3.95505
C -6.82654 1.14058 -2.46279
O -5.63156 0.37738 -2.30048
S -4.54180 0.85873 -3.41238
O -3.64981 1.80165 -2.79375
O -4.07945 -0.29978 -4.12499
O -5.56690 1.68215 -4.37032
H -7.28390 0.56861 -4.50810
H -7.54004 2.30161 -4.16946
H -7.69181 0.58316 -2.09973
H -6.71951 2.06211 -1.88450
C -9.24731 3.34782 1.87124
C -8.83491 1.94726 1.43625
O -9.48326 1.74167 0.18211
S -9.59981 3.16710 -0.59364
O -8.50957 3.26118 -1.52706
O -10.97018 3.36798 -0.97100
O -9.26480 4.12681 0.67533
H -10.25687 3.34871 2.29311
H -8.55146 3.77654 2.59526
H -9.13483 1.18288 2.15502
H -7.75438 1.88750 1.27174

62
Properties=species:S:1:pos:R:3 method="wB97M-V/def2-TZVPD" largest_force_ev_per_a=0.76
C -6.31907 -1.21734 1.64928
H -5.26319 -1.41926 1.81158
H -6.87032 -2.14702 1.76970
H -6.65796 -0.51794 2.41013
C -6.57430 -0.63678 0.25893
C -5.88245 0.69687 0.07488
O -6.52086 1.72622 -0.03066
N -4.51629 0.74810 0.08915
C -3.51830 -0.21974 0.14254
C -3.55454 -1.57686 -0.14975
C -2.37948 -2.30938 -0.05899
C -1.19938 -1.70257 0.31580
C -1.14598 -0.35162 0.61253
C -2.30354 0.38083 0.51260
C -2.51022 1.84669 0.73729
H -1.73911 2.44816 0.25907
H -2.50758 2.07337 1.80637
C -3.88857 2.08160 0.10760
C -3.77949 2.61532 -1.31759
H -3.16243 1.94984 -1.91819
H -3.33289 3.60609 -1.31150
H -4.76941 2.68373 -1.76072
H -4.52389 2.74697 0.69788
H -0.20788 0.09224 0.89983
S 0.29381 -2.68482 0.35405
O 0.03125 -3.87705 1.11915
O 1.39393 -1.85777 0.79153
C 0.61151 -3.21321 -1.37929
C 1.72437 -2.35708 -1.94428
H 2.65324 -2.55266 -1.40958
C 1.32233 -0.89301 -1.78263
O 0.17013 -0.52939 -1.92943
N 2.34294 -0.05542 -1.52972
H 3.22806 -0.44604 -1.23599
C 2.13533 1.31158 -1.10925
H 1.07855 1.53870 -1.26310
H 2.73944 1.97445 -1.73743
C 2.52232 1.47823 0.36865
C 3.96956 1.12580 0.58227
C 4.32013 -0.09800 0.96120
C 5.73786 -0.54877 1.13590
C 6.71926 0.41400 0.47277
C 6.35530 1.84711 0.84291
C 4.98200 2.19500 0.27494
H 4.64004 3.14961 0.68354
H 5.05666 2.31945 -0.81104
H 6.33217 1.94002 1.93045
H 7.10412 2.54333 0.45988
H 7.73910 0.18575 0.78795
H 6.67001 0.29989 -0.61287
H 5.85554 -1.55538 0.72540
H 5.95395 -0.61751 2.20730
H 3.55505 -0.82964 1.18832
H 1.90373 0.80346 0.96183
H 2.32472 2.50760 0.67273
H 1.87027 -2.57065 -3.00643
H 0.86065 -4.26947 -1.33976
H -0.31980 -3.05541 -1.91591
H -2.37996 -3.36648 -0.27479
H -4.45298 -2.07685 -0.46528
H -6.27522 -1.33446 -0.52237
H -7.64219 -0.44243 0.14060

60
Properties=species:S:1:pos:R:3 method="wB97M-V/def2-TZVPD" largest_force_ev_per_a=0.81
C 4.37815 1.94415 0.77228
H 5.01357 2.11577 1.63812
H 3.42539 2.44417 0.92149
H 4.86165 2.37469 -0.10066
C 4.13347 0.44773 0.57964
C 5.41606 -0.30468 0.33320
C 6.23326 -0.00507 -0.75090
C 7.40574 -0.70486 -0.96995
C 7.78355 -1.71989 -0.10760
C 6.97868 -2.02920 0.97435
C 5.80580 -1.32688 1.18942
H 5.18309 -1.57601 2.03756
H 7.26433 -2.81962 1.65342
H 8.69973 -2.26591 -0.27847
H 8.02837 -0.45731 -1.81780
H 5.95457 0.78426 -1.43350
H 3.68144 0.05860 1.49683
C 3.15120 0.21784 -0.58209
N 1.87296 0.85664 -0.32839
C 1.17180 1.23355 -1.53865
C -0.03457 2.10184 -1.19588
H -0.54910 2.40102 -2.11135
H 0.29645 2.99825 -0.67228
C -0.98265 1.33362 -0.27678
N -2.08890 2.17654 0.10935
C -3.41577 1.93333 0.02208
C -4.06817 3.05926 0.48891
C -3.03438 3.92791 0.84969
N -1.85708 3.38254 0.61932
H -3.10410 4.91385 1.26367
H -5.12477 3.21760 0.55855
N -3.96593 0.75451 -0.49542
C -3.74140 -0.50029 0.00308
O -2.91760 -0.73490 0.85556
C -4.63353 -1.54811 -0.64861
H -4.53228 -1.44583 -1.73312
C -6.10560 -1.33686 -0.22656
H -6.14309 -0.78896 0.71764
C -6.64908 -2.74767 -0.01494
C -5.46338 -3.47486 0.60969
H -5.35667 -3.17330 1.65223
C -4.26790 -2.97544 -0.20371
H -4.10811 -3.61156 -1.07439
H -3.35335 -2.96322 0.38811
H -5.56521 -4.55800 0.57183
H -6.90043 -3.19975 -0.97608
H -7.53610 -2.75968 0.61662
H -6.67658 -0.78009 -0.96991
H -4.78308 0.88480 -1.07410
C -0.20674 0.86980 0.95514
C 1.00952 0.06086 0.52359
H 0.67321 -0.85735 0.00476
H 1.57082 -0.24164 1.40848
H 0.11285 1.75057 1.51238
H -0.85448 0.25870 1.58351
H -1.39382 0.46597 -0.80242
H 0.83463 0.34563 -2.10887
H 1.85493 1.80348 -2.17333
H 3.57851 0.65628 -1.48642
H 3.04008 -0.86684 -0.75835

Number 1: Kohn-Sham gap 10.059 eV. Number 2: Kohn-Sham gap 7.049 eV. Number 3: Kohn-Sham gap 9.122 eV. Number 4: Kohn-Sham gap 9.116 eV.